(w)
DFT (wB97M-V/def2-TZVPD) results for 2 unconnected molecules or ions with the total composition C5H14.

Last columns: bonded neighbours and bond lengths (Å).
CARTESIAN COORDINATES (ANGSTROEM)
1 C -1.03 -1.99 -1.13  C2 1.533, H4 1.085, H5 1.085, H6 1.092
2 C 0.07 -1.24 -0.37  C1 1.533, C3 1.528, H7 1.081, H8 1.085
3 C 1.47 -1.64 -0.81  C2 1.528, H9 1.089, H10 1.090, H11 1.094
4 H -0.76 -2.92 -1.64  C1 1.085
5 H -1.52 -1.36 -1.87  C1 1.085
6 H -1.84 -2.23 -0.45  C1 1.092
7 H -0.04 -0.20 -0.65  C2 1.081
8 H -0.08 -1.23 0.70  C2 1.085
9 H 2.24 -1.11 -0.24  C3 1.089
10 H 1.62 -2.72 -0.71  C3 1.090
11 H 1.58 -1.45 -1.88  C3 1.094
12 C 0.45 2.50 0.79  C13 1.548, H14 1.083, H15 1.087, H16 1.087
13 C -0.88 2.07 1.46  C12 1.548, H17 1.088, H18 1.087, H19 1.097
14 H 0.75 3.52 0.99  C12 1.083
15 H 1.25 1.85 1.12  C12 1.087
16 H 0.27 2.33 -0.27  C12 1.087
17 H -1.17 1.12 1.01  C13 1.088
18 H -1.71 2.76 1.41  C13 1.087
19 H -0.68 1.93 2.53  C13 1.097

Results
- LUMO energy (eV) = 1.10
- spin multiplicity = 1
- HOMO-LUMO gap (eV) = 12.3
- SMILES = CCC.CC

(x)
DFT (wB97M-V/def2-TZVPD) results for 2 unconnected molecules or ions with the total composition C5H14.

Last columns: bonded neighbours and bond lengths (Å).
CARTESIAN COORDINATES (ANGSTROEM)
1 C -0.70 -2.32 0.06  C2 1.522, H4 1.078, H5 1.101, H6 1.095
2 C -1.95 -1.46 0.24  C1 1.522, C3 1.519, H7 1.081, H8 1.098
3 C -1.67 -0.16 0.98  C2 1.519, H9 1.103, H10 1.095, H11 1.093
4 H -0.30 -2.70 0.98  C1 1.078
5 H 0.12 -1.80 -0.46  C1 1.101
6 H -0.91 -3.16 -0.61  C1 1.095
7 H -2.47 -1.18 -0.67  C2 1.081
8 H -2.49 -2.08 0.96  C2 1.098
9 H -1.08 0.62 0.48  C3 1.103
10 H -2.56 0.45 1.20  C3 1.095
11 H -1.11 -0.24 1.92  C3 1.093
12 C 1.75 1.43 -1.29  C13 1.511, H14 1.090, H15 1.091, H16 1.100
13 C 2.06 1.97 0.09  C12 1.511, H17 1.092, H18 1.093, H19 1.089
14 H 2.49 1.03 -1.99  C12 1.090
15 H 0.91 0.74 -1.37  C12 1.091
16 H 1.50 2.34 -1.85  C12 1.100
17 H 1.82 3.04 0.10  C13 1.092
18 H 3.13 1.85 0.30  C13 1.093
19 H 1.47 1.63 0.93  C13 1.089

Results
- LUMO energy (eV) = 1.14
- spin multiplicity = 1
- HOMO-LUMO gap (eV) = 12.3
- SMILES = CCC.CC

(y)
DFT (wB97M-V/def2-TZVPD) results for 2 unconnected molecules or ions with the total composition C5H14.

Last columns: bonded neighbours and bond lengths (Å).
CARTESIAN COORDINATES (ANGSTROEM)
1 C -1.61 -0.12 -2.78  C2 1.535, H4 1.093, H5 1.096, H6 1.086
2 C -1.18 0.76 -1.60  C1 1.535, C3 1.551, H7 1.093, H8 1.080
3 C 0.18 0.42 -0.93  C2 1.551, H9 1.083, H10 1.107, H11 1.078
4 H -1.72 -1.14 -2.42  C1 1.093
5 H -2.60 0.26 -3.04  C1 1.096
6 H -1.05 -0.11 -3.71  C1 1.086
7 H -1.07 1.82 -1.88  C2 1.093
8 H -1.97 0.67 -0.87  C2 1.080
9 H 0.15 0.19 0.12  C3 1.083
10 H 0.45 -0.60 -1.26  C3 1.107
11 H 0.94 1.11 -1.27  C3 1.078
12 C 1.74 -0.07 2.09  C13 1.551, H14 1.086, H15 1.099, H16 1.086
13 C 0.57 -0.80 2.80  C12 1.551, H17 1.080, H18 1.088, H19 1.092
14 H 1.73 1.01 2.16  C12 1.086
15 H 2.68 -0.32 2.62  C12 1.099
16 H 1.87 -0.34 1.04  C12 1.086
17 H 0.95 -1.59 3.42  C13 1.080
18 H -0.17 -1.11 2.07  C13 1.088
19 H 0.12 -0.05 3.45  C13 1.092

Results
- LUMO energy (eV) = 1.13
- spin multiplicity = 1
- HOMO-LUMO gap (eV) = 12.5
- SMILES = CCC.CC

(z)
DFT (wB97M-V/def2-TZVPD) results for 2 unconnected molecules or ions with the total composition C5H14.

Last columns: bonded neighbours and bond lengths (Å).
CARTESIAN COORDINATES (ANGSTROEM)
1 C -0.55 0.89 0.52  C2 1.544, H4 1.074, H5 1.121, H6 1.087
2 C 0.68 1.83 0.60  C1 1.544, C3 1.532, H7 1.119, H8 1.124
3 C 1.16 2.14 2.03  C2 1.532, H9 1.099, H10 1.128, H11 1.081
4 H -1.27 1.37 1.15  C1 1.074
5 H -0.48 -0.08 1.08  C1 1.121
6 H -0.95 0.72 -0.48  C1 1.087
7 H 1.49 1.68 -0.15  C2 1.119
8 H 0.31 2.81 0.19  C2 1.124
9 H 0.51 2.95 2.38  C3 1.099
10 H 1.11 1.17 2.60  C3 1.128
11 H 2.18 2.48 2.08  C3 1.081
12 C -1.04 -2.74 -1.62  C13 1.487, H14 1.119, H15 1.096, H16 1.106
13 C -0.05 -1.68 -1.32  C12 1.487, H17 1.100, H18 1.110, H19 1.081
14 H -1.51 -3.24 -0.73  C12 1.119
15 H -1.66 -2.57 -2.51  C12 1.096
16 H -0.60 -3.68 -2.02  C12 1.106
17 H 0.07 -1.41 -0.26  C13 1.100
18 H -0.30 -0.70 -1.79  C13 1.110
19 H 0.91 -1.96 -1.72  C13 1.081

Results
- LUMO energy (eV) = 1.18
- spin multiplicity = 1
- HOMO-LUMO gap (eV) = 12.0
- SMILES = CCC.CC

Q: Which of them is the most stable? A: (w).

(w)
DFT (wB97M-V/def2-TZVPD) results for 2 unconnected molecules or ions with the total composition C5H14.

Last columns: bonded neighbours and bond lengths (Å).
CARTESIAN COORDINATES (ANGSTROEM)
1 C 1.27 1.44 0.60  C2 1.498, H4 1.084, H5 1.104, H6 1.103
2 C 1.53 0.17 -0.15  C1 1.498, C3 1.535, H7 1.120, H8 1.093
3 C 1.32 0.32 -1.66  C2 1.535, H9 1.094, H10 1.121, H11 1.112
4 H 1.67 2.25 0.00  C1 1.084
5 H 1.49 1.51 1.68  C1 1.104
6 H 0.19 1.62 0.69  C1 1.103
7 H 2.54 -0.26 0.06  C2 1.120
8 H 0.88 -0.66 0.16  C2 1.093
9 H 1.43 -0.43 -2.45  C3 1.094
10 H 0.25 0.62 -1.79  C3 1.121
11 H 1.86 1.24 -2.00  C3 1.112
12 C -2.27 -1.09 -0.12  C13 1.590, H14 1.098, H15 1.104, H16 1.102
13 C -1.62 -0.85 1.31  C12 1.590, H17 1.085, H18 1.062, H19 1.125
14 H -1.50 -1.28 -0.89  C12 1.098
15 H -3.04 -1.89 -0.18  C12 1.104
16 H -2.79 -0.17 -0.42  C12 1.102
17 H -2.30 -0.90 2.15  C13 1.085
18 H -1.10 0.08 1.38  C13 1.062
19 H -1.01 -1.72 1.69  C13 1.125

Results
- LUMO energy (eV) = 1.16
- spin multiplicity = 1
- HOMO-LUMO gap (eV) = 12.2
- SMILES = CCC.CC

(x)
DFT (wB97M-V/def2-TZVPD) results for 2 unconnected molecules or ions with the total composition C5H14.

Last columns: bonded neighbours and bond lengths (Å).
CARTESIAN COORDINATES (ANGSTROEM)
1 C 1.55 -0.75 0.26  C2 1.523, H4 1.094, H5 1.094, H6 1.095
2 C 1.44 0.77 0.35  C1 1.523, C3 1.525, H7 1.092, H8 1.090
3 C 2.80 1.46 0.37  C2 1.525, H9 1.094, H10 1.097, H11 1.092
4 H 1.62 -1.12 -0.76  C1 1.094
5 H 0.69 -1.26 0.70  C1 1.094
6 H 2.46 -1.11 0.74  C1 1.095
7 H 0.86 1.18 -0.48  C2 1.092
8 H 0.92 1.01 1.27  C2 1.090
9 H 3.47 1.08 1.14  C3 1.094
10 H 3.34 1.35 -0.58  C3 1.097
11 H 2.70 2.53 0.59  C3 1.092
12 C -2.03 -0.37 -0.35  C13 1.526, H14 1.089, H15 1.095, H16 1.092
13 C -3.46 -0.87 -0.55  C12 1.526, H17 1.086, H18 1.089, H19 1.087
14 H -1.71 -0.45 0.69  C12 1.089
15 H -1.34 -0.99 -0.92  C12 1.095
16 H -1.89 0.65 -0.70  C12 1.092
17 H -4.20 -0.12 -0.28  C13 1.086
18 H -3.60 -1.23 -1.57  C13 1.089
19 H -3.62 -1.74 0.07  C13 1.087

Results
- LUMO energy (eV) = 1.14
- spin multiplicity = 1
- HOMO-LUMO gap (eV) = 12.5
- SMILES = CCC.CC

Q: Which of them is the most stable? A: (x).

(w)
DFT (wB97M-V/def2-TZVPD) results for 2 unconnected molecules or ions with the total composition C5H14.

Last columns: bonded neighbours and bond lengths (Å).
CARTESIAN COORDINATES (ANGSTROEM)
1 C -0.67 -0.53 2.65  C2 1.554, H4 1.094, H5 1.098, H6 1.113
2 C 0.77 -0.78 2.15  C1 1.554, C3 1.519, H7 1.083, H8 1.090
3 C 0.81 -0.33 0.70  C2 1.519, H9 1.085, H10 1.084, H11 1.074
4 H -0.72 -0.94 3.66  C1 1.094
5 H -0.95 0.51 2.42  C1 1.098
6 H -1.41 -1.03 1.98  C1 1.113
7 H 0.94 -1.85 2.16  C2 1.083
8 H 1.51 -0.38 2.84  C2 1.090
9 H 1.81 -0.40 0.28  C3 1.085
10 H 0.37 0.66 0.64  C3 1.084
11 H 0.38 -0.94 -0.07  C3 1.074
12 C -0.01 1.36 -2.78  C13 1.518, H14 1.087, H15 1.093, H16 1.080
13 C -0.70 0.20 -2.07  C12 1.518, H17 1.113, H18 1.092, H19 1.106
14 H 1.02 1.18 -3.06  C12 1.087
15 H -0.51 1.62 -3.72  C12 1.093
16 H 0.06 2.16 -2.06  C12 1.080
17 H -0.92 -0.62 -2.80  C13 1.113
18 H -1.61 0.55 -1.59  C13 1.092
19 H -0.16 -0.42 -1.33  C13 1.106

Results
- LUMO energy (eV) = 1.12
- spin multiplicity = 1
- HOMO-LUMO gap (eV) = 12.1
- SMILES = CCC.CC

(x)
DFT (wB97M-V/def2-TZVPD) results for 2 unconnected molecules or ions with the total composition C5H14.

Last columns: bonded neighbours and bond lengths (Å).
CARTESIAN COORDINATES (ANGSTROEM)
1 C 0.25 0.00 2.33  C2 1.588, H4 1.102, H5 1.126, H6 1.176
2 C 1.71 -0.03 1.70  C1 1.588, C3 1.601, H7 1.057, H8 1.058
3 C 1.96 1.01 0.51  C2 1.601, H9 1.130, H10 1.049, H11 1.117
4 H 0.41 -0.06 3.42  C1 1.102
5 H -0.52 -0.78 2.07  C1 1.126
6 H -0.32 1.03 2.28  C1 1.176
7 H 2.32 0.12 2.55  C2 1.057
8 H 1.96 -0.99 1.32  C2 1.058
9 H 2.98 1.47 0.61  C3 1.130
10 H 2.13 0.45 -0.37  C3 1.049
11 H 1.09 1.70 0.44  C3 1.117
12 C -1.12 -0.14 -1.86  C13 1.505, H14 1.094, H15 1.170, H16 1.085
13 C -2.34 -0.84 -2.39  C12 1.505, H17 1.104, H18 1.034, H19 1.049
14 H -0.64 0.42 -2.66  C12 1.094
15 H -1.43 0.69 -1.09  C12 1.170
16 H -0.44 -0.79 -1.32  C12 1.085
17 H -2.21 -1.93 -2.50  C13 1.104
18 H -3.11 -0.74 -1.70  C13 1.034
19 H -2.71 -0.60 -3.34  C13 1.049

Results
- LUMO energy (eV) = 1.13
- spin multiplicity = 1
- HOMO-LUMO gap (eV) = 12.5
- SMILES = CCC.CC

Q: Which of them is the most stable? A: (w).